(1)
C4H7N3O | the ωB97M-V functional and the def2-TZVPD basis

Output
HOMO energy in eV: -6.8
Energy relative to the best compared isomer or geometry (same formula, charge and spin) in kJ/mol: 616.4

```
! RIJCOSX wB97M-V def2-TZVPD def2/J DEFGRID3
* xyz 0 1
C 0.255 2.186 1.208
C 0.064 0.914 0.645
C -0.958 -0.592 -0.753
C 0.911 -0.073 0.208
H -0.117 1.815 2.168
H -0.358 2.858 0.675
H 1.325 2.432 1.398
H -1.673 -2.561 -1.131
H -2.983 -1.089 -1.034
H 1.106 -1.804 -0.671
H 2.946 -0.169 1.310
N -1.190 0.389 0.077
N -1.961 -1.267 -1.172
N 0.343 -0.947 -0.631
O 2.222 -0.415 0.190
*
```

These are the Mulliken partial charges, in e, on atoms 1 to 8:
1. C -1.18
2. C 0.20
3. C 0.36
4. C 0.67
5. H 0.30
6. H 0.30
7. H 0.25
8. H 0.28

---

(2)
C4H7N3O | the ωB97M-V functional and the def2-TZVPD basis

Output
HOMO energy (alpha / beta) in eV: -8.3 / -8.2
Energy relative to the best compared isomer or geometry (same formula, charge and spin) in kJ/mol: 343.7

```
! RIJCOSX wB97M-V def2-TZVPD def2/J DEFGRID3
* xyz 0 1
C -1.736 -0.449 -0.610
C -0.623 1.656 -0.317
C -1.832 0.903 -0.354
C 0.506 -0.339 -0.728
N -0.549 -1.036 -0.804
N 0.573 1.079 -0.536
N 1.692 -0.968 -0.950
O 1.677 1.686 -0.558
H -2.843 -0.843 -0.677
H -0.619 2.698 -0.235
H -2.687 1.530 -0.201
H 0.433 -0.163 1.894
H 0.516 -0.864 1.531
H 1.656 -2.003 -1.120
H 2.524 -0.440 -0.950
*
```

These are the Mulliken partial charges, in e, on atoms 1 to 8:
1. C -0.02
2. C -0.20
3. C -0.46
4. C 0.22
5. N -0.54
6. N 0.65
7. N -0.42
8. O -0.78

---

(3)
C4H7N3O | the ωB97M-V functional and the def2-TZVPD basis

Output
HOMO energy in eV: -9.6
SMILES string: C=NNC[C@@H](O)C#N
Energy relative to the best compared isomer or geometry (same formula, charge and spin) in kJ/mol: 732.0

```
! RIJCOSX wB97M-V def2-TZVPD def2/J DEFGRID3
* xyz 0 1
C 0.984 0.212 -0.293
C -0.042 0.459 0.955
C -2.115 0.001 -1.043
C 1.956 -0.859 -0.027
H 2.452 0.960 0.478
H 0.407 0.051 -1.134
H -0.822 1.380 0.773
H 0.533 0.640 1.854
H -0.353 -1.457 0.832
H -1.619 0.924 -1.000
H -3.131 -0.495 -1.467
N -1.083 -0.626 0.989
N -1.877 -0.980 -0.161
N 2.954 -1.609 -0.374
O 1.755 1.398 -0.382
*
```

These are the Mulliken partial charges, in e, on atoms 1 to 8:
1. C -0.16
2. C -0.53
3. C -0.38
4. C 0.19
5. H 0.42
6. H 0.51
7. H 0.24
8. H 0.29

---

(4)
C4H7N3O | the ωB97M-V functional and the def2-TZVPD basis

Output
HOMO energy in eV: -8.2
Energy relative to the best compared isomer or geometry (same formula, charge and spin) in kJ/mol: 873.1

```
! RIJCOSX wB97M-V def2-TZVPD def2/J DEFGRID3
* xyz 0 1
C -0.532 -1.009 0.043
C 0.374 1.409 -0.060
C -0.558 2.369 0.173
C 2.333 -1.501 0.277
H -3.726 -0.438 -0.102
H -0.235 -1.905 -0.626
H 1.359 1.651 -0.149
H -1.742 2.144 -0.137
H -0.344 3.460 0.181
H 1.844 -2.269 0.898
H 3.514 -1.587 0.105
N -1.696 -0.573 0.243
N 0.550 0.000 -0.262
N 1.760 -0.373 -0.423
O -2.899 -1.379 -0.163
*
```

These are the Mulliken partial charges, in e, on atoms 1 to 8:
1. C -0.12
2. C -0.08
3. C -0.63
4. C -0.36
5. H 0.39
6. H 0.31
7. H 0.45
8. H 0.13

---

(5)
C4H7N3O | the ωB97M-V functional and the def2-TZVPD basis

Output
HOMO energy in eV: -9.6
Energy relative to the best compared isomer or geometry (same formula, charge and spin) in kJ/mol: 684.4

```
! RIJCOSX wB97M-V def2-TZVPD def2/J DEFGRID3
* xyz 0 1
C 2.248 0.092 -0.042
C -0.180 0.689 -0.256
C -1.913 -1.010 -0.704
C -1.960 -0.485 0.772
H 1.704 -2.112 -0.017
H 3.236 0.781 -0.031
H 1.451 1.838 -0.095
H -2.038 -2.077 -0.945
H -2.703 -0.281 -1.176
H -2.005 -1.171 1.493
H -2.299 0.656 0.714
N 2.512 -1.165 0.347
N 1.149 0.707 -0.409
N -0.666 -0.633 0.017
O -0.935 1.786 0.220
*
```

These are the Mulliken partial charges, in e, on atoms 1 to 8:
1. C 0.15
2. C 0.45
3. C -0.47
4. C -0.43
5. H 0.29
6. H 0.25
7. H 0.34
8. H 0.28

---

(6)
C4H7N3O | the ωB97M-V functional and the def2-TZVPD basis

Output
HOMO energy in eV: -8.3
SMILES string: C/N=N\C1=CNOC1
Energy relative to the best compared isomer or geometry (same formula, charge and spin) in kJ/mol: 585.8

```
! RIJCOSX wB97M-V def2-TZVPD def2/J DEFGRID3
* xyz 0 1
C -2.195 0.656 -0.197
C 0.111 -0.634 0.076
C 0.440 0.674 0.229
C 1.494 -1.312 0.012
H -3.139 0.917 -0.572
H -2.026 1.007 0.862
H -1.349 0.945 -0.734
H 0.103 1.770 0.472
H 2.132 1.542 -0.473
H 1.694 -2.277 -0.595
H 1.878 -1.694 1.110
N -2.209 -0.801 -0.079
N -1.089 -1.337 0.108
N 1.793 0.866 0.139
O 2.361 -0.323 -0.358
*
```

These are the Mulliken partial charges, in e, on atoms 1 to 8:
1. C -0.69
2. C 0.54
3. C -0.27
4. C -0.19
5. H 0.34
6. H 0.29
7. H 0.31
8. H 0.33

---

(7)
C4H7N3O | the ωB97M-V functional and the def2-TZVPD basis

Output
HOMO energy (alpha / beta) in eV: -6.6 / -6.6
Energy relative to the best compared isomer or geometry (same formula, charge and spin) in kJ/mol: 527.4

```
! RIJCOSX wB97M-V def2-TZVPD def2/J DEFGRID3
* xyz 0 1
C 0.215 -0.609 -0.821
C -1.115 -0.480 -0.519
C 1.125 1.159 -0.586
C 2.213 -0.508 0.809
N 1.288 -0.015 -0.139
N -1.505 0.202 0.472
N -2.740 0.775 0.438
O 1.053 2.276 -0.879
H 0.410 -1.203 -1.668
H -1.849 -0.766 -1.315
H 1.657 -1.079 1.550
H 2.955 -1.364 0.503
H 2.723 0.368 1.416
H -3.282 0.701 1.256
H -3.148 0.543 -0.517
*
```

These are the Mulliken partial charges, in e, on atoms 1 to 8:
1. C -0.94
2. C 0.04
3. C 0.74
4. C -0.83
5. N 0.12
6. N -0.33
7. N -0.45
8. O -0.39

---

(8)
C4H7N3O | the ωB97M-V functional and the def2-TZVPD basis

Output
HOMO energy in eV: -7.0
Energy relative to the best compared isomer or geometry (same formula, charge and spin) in kJ/mol: 443.3

```
! RIJCOSX wB97M-V def2-TZVPD def2/J DEFGRID3
* xyz 0 1
C -0.257 -0.843 -0.207
C 1.188 -0.711 -0.242
N -1.683 0.994 0.464
N -1.018 -1.945 -0.271
C 0.644 0.978 -0.588
C 1.415 0.840 0.640
N -0.713 0.439 -0.409
O 2.075 -1.468 -0.591
H -2.164 1.736 -0.032
H -1.252 1.388 1.298
H -2.018 -1.852 -0.338
H -0.569 -2.840 -0.379
H 0.987 1.249 -1.577
H 0.909 0.901 1.598
H 2.456 1.134 0.633
*
```

These are the Mulliken partial charges, in e, on atoms 1 to 8:
1. C 0.29
2. C 0.34
3. N -0.65
4. N -0.36
5. C -0.22
6. C -0.56
7. N 0.06
8. O -0.72

---

(9)
C4H7N3O | the ωB97M-V functional and the def2-TZVPD basis

Output
HOMO energy in eV: -8.4
SMILES string: O[C@H]1[C@@H]2N=CNN[C@@H]12
Energy relative to the best compared isomer or geometry (same formula, charge and spin) in kJ/mol: 594.5

```
! RIJCOSX wB97M-V def2-TZVPD def2/J DEFGRID3
* xyz 0 1
C -1.682 -0.304 0.322
C -0.410 0.568 0.507
C 1.774 -0.830 -0.075
C -0.392 -0.722 -0.355
H -2.878 0.079 -1.181
H -1.961 -0.868 1.294
H 0.092 0.350 1.490
H 0.705 2.098 0.398
H 2.565 1.245 -0.293
H 2.689 -1.361 -0.036
H -0.483 -0.513 -1.482
N 0.535 1.354 -0.278
N 1.713 0.500 -0.115
N 0.729 -1.584 0.043
O -2.996 -0.011 -0.239
*
```

These are the Mulliken partial charges, in e, on atoms 1 to 8:
1. C -0.25
2. C -0.20
3. C -0.05
4. C 0.39
5. H 0.30
6. H 0.25
7. H 0.30
8. H 0.32

---

(10)
C4H7N3O | the ωB97M-V functional and the def2-TZVPD basis

Output
HOMO energy (alpha / beta) in eV: -8.2 / -8.2
Energy relative to the best compared isomer or geometry (same formula, charge and spin) in kJ/mol: 578.8

```
! RIJCOSX wB97M-V def2-TZVPD def2/J DEFGRID3
* xyz 0 1
C 1.434 -0.320 0.285
C -0.812 -0.162 0.466
N -1.297 1.124 0.426
C 0.630 -0.214 -0.992
C -1.642 -1.205 0.687
O 2.744 -0.054 0.255
N 0.658 -0.346 1.291
N 0.998 0.736 -1.838
H 3.000 0.150 -0.661
H -2.075 1.295 1.049
H -0.580 1.837 0.483
H 0.571 1.648 -1.661
H 0.329 -1.203 -1.365
H -1.250 -2.211 0.763
H -2.710 -1.074 0.813
*
```

These are the Mulliken partial charges, in e, on atoms 1 to 8:
1. C 0.65
2. C 0.71
3. N -0.54
4. C -0.10
5. C -0.87
6. O -0.49
7. N -0.59
8. N -0.71

---

(11)
C4H7N3O | the ωB97M-V functional and the def2-TZVPD basis

Output
HOMO energy in eV: -8.4
SMILES string: NNC1=N[C@H]2C[C@H]2O1
Energy relative to the best compared isomer or geometry (same formula, charge and spin) in kJ/mol: 264.5

```
! RIJCOSX wB97M-V def2-TZVPD def2/J DEFGRID3
* xyz 0 1
C 0.620 -0.257 -0.008
C -0.584 0.573 -1.576
C -1.875 0.659 -0.775
C -0.690 1.461 -0.372
H 2.417 -1.206 2.478
H 0.829 -1.756 2.426
H 1.793 -1.844 0.092
H -0.523 0.848 -2.647
H -2.031 -0.266 -0.243
H -2.719 1.112 -1.237
H -0.671 2.523 -0.275
N 1.488 -1.086 2.055
N 1.530 -1.058 0.670
N 0.287 -0.528 -1.210
O 0.132 0.824 0.622
*
```

These are the Mulliken partial charges, in e, on atoms 1 to 8:
1. C 0.56
2. C -0.01
3. C -0.74
4. C -0.12
5. H 0.23
6. H 0.20
7. H 0.26
8. H 0.35

---

(12)
C4H7N3O | the ωB97M-V functional and the def2-TZVPD basis

Output
HOMO energy in eV: -8.7
SMILES string: Cc1nnc(CO)[nH]1
Energy relative to the best compared isomer or geometry (same formula, charge and spin) in kJ/mol: 264.5

```
! RIJCOSX wB97M-V def2-TZVPD def2/J DEFGRID3
* xyz 0 1
C -1.110 0.933 2.325
C -0.906 0.259 0.914
C 0.086 -0.555 -0.707
C 0.959 -0.821 -1.816
H -0.363 0.593 3.077
H -1.919 0.388 2.819
H -1.334 2.135 2.417
H 1.395 -1.946 -1.903
H 0.334 -0.815 -2.748
H 2.494 0.202 -2.767
H 0.993 0.882 0.410
N -1.762 -0.594 0.375
N -1.151 -1.206 -0.633
N 0.216 0.297 0.190
O 2.067 0.249 -1.952
*
```

These are the Mulliken partial charges, in e, on atoms 1 to 8:
1. C -0.94
2. C 0.44
3. C 0.42
4. C -0.20
5. H 0.30
6. H 0.32
7. H 0.23
8. H 0.22

---

(13)
C4H7N3O | the ωB97M-V functional and the def2-TZVPD basis

Output
HOMO energy in eV: -7.9
Energy relative to the best compared isomer or geometry (same formula, charge and spin) in kJ/mol: 769.3

```
! RIJCOSX wB97M-V def2-TZVPD def2/J DEFGRID3
* xyz 0 1
C -0.911 -0.064 -0.009
C 0.449 0.010 -0.042
C 1.520 1.118 0.267
C 1.289 -1.186 0.086
H -2.715 0.813 -0.878
H -1.577 2.102 -0.256
H -1.141 -2.068 -1.029
H -2.128 -1.673 1.042
H 1.140 2.281 -0.190
H 1.569 1.551 1.366
H 0.897 -2.227 0.152
N -1.884 1.115 -0.134
N -1.668 -1.297 0.058
N 2.506 -0.851 -0.150
O 2.655 0.376 -0.284
*
```

These are the Mulliken partial charges, in e, on atoms 1 to 8:
1. C 0.35
2. C 0.17
3. C -0.39
4. C -0.34
5. H 0.27
6. H 0.22
7. H 0.32
8. H 0.25

---

(14)
C4H7N3O2 | the ωB97M-V functional and the def2-TZVPD basis

Output
HOMO energy in eV: -7.3
Energy relative to the best compared isomer or geometry (same formula, charge and spin) in kJ/mol: 449.9

```
! RIJCOSX wB97M-V def2-TZVPD def2/J DEFGRID3
* xyz 0 1
C -0.950 -0.262 0.927
C -2.036 0.320 0.451
C 1.796 0.773 0.938
C 0.139 -0.288 -0.058
N -0.552 0.320 -1.218
N 1.018 -1.310 -0.483
N -1.821 0.824 -0.831
O 1.563 1.707 1.632
O 2.863 0.189 0.502
H -0.981 -0.537 2.024
H -2.816 0.618 1.151
H 0.071 1.011 -1.597
H 0.571 -2.180 -0.522
H 1.181 -0.989 -1.462
H -2.582 0.392 -1.559
H 2.536 -0.589 0.107
*
```

These are the Mulliken partial charges, in e, on atoms 1 to 8:
1. C -0.83
2. C -0.18
3. C 0.49
4. C 0.71
5. N -0.33
6. N -0.70
7. N -0.47
8. O -0.48

---

(15)
C4H7N3O2 | the ωB97M-V functional and the def2-TZVPD basis

Output
HOMO energy (alpha / beta) in eV: -18.6 / -18.6
Energy relative to the best compared isomer or geometry (same formula, charge and spin) in kJ/mol: 300.7

```
! RIJCOSX wB97M-V def2-TZVPD def2/J DEFGRID3
* xyz 2 1
C -1.904 0.617 0.777
C -0.518 -0.681 -0.571
C 2.635 0.306 -0.251
C 1.684 1.078 0.491
N -1.501 -0.616 0.278
N -1.148 1.619 0.841
N 0.023 -1.787 -0.966
O 2.662 -0.850 -0.527
O 1.028 1.741 1.152
H -2.995 0.659 1.125
H 3.413 1.027 -0.524
H -0.229 0.130 -1.166
H -2.149 -1.299 0.537
H -1.638 2.575 0.809
H 0.806 -1.872 -1.685
H -0.171 -2.648 -0.318
*
```

These are the Mulliken partial charges, in e, on atoms 1 to 8:
1. C -0.05
2. C -0.32
3. C 0.04
4. C 0.70
5. N -0.11
6. N -0.41
7. N -0.33
8. O -0.24

---

(16)
C4H7N3O4 | the ωB97M-V functional and the def2-TZVPD basis

Output
HOMO energy in eV: -10.0
SMILES string: C[C@@H]1NCC1([N+](=O)[O-])[N+](=O)[O-]
Energy relative to the best compared isomer or geometry (same formula, charge and spin) in kJ/mol: 758.0

```
! RIJCOSX wB97M-V def2-TZVPD def2/J DEFGRID3
* xyz 0 1
C 1.312 -0.861 0.414
C 0.251 0.827 -0.404
C -0.245 -0.293 0.552
C -0.420 0.899 -1.764
N 1.606 0.252 -0.477
N -0.528 0.145 1.939
N -1.317 -1.207 0.090
O -1.273 -0.546 2.583
O 0.059 1.127 2.318
O -1.047 -2.373 -0.009
O -2.372 -0.685 -0.154
H 1.838 -0.896 1.367
H 1.325 -1.829 -0.087
H 0.203 1.800 0.102
H -0.240 -0.018 -2.319
H 0.006 1.727 -2.325
H -1.491 1.055 -1.661
H 2.333 0.875 -0.161
*
```

These are the Mulliken partial charges, in e, on atoms 1 to 8:
1. C -0.88
2. C -0.16
3. C 1.01
4. C -1.50
5. N -0.46
6. N 0.91
7. N 0.86
8. O -0.57

---

(17)
C4H7N3OS | the ωB97M-V functional and the def2-TZVPD basis

Output
HOMO energy (alpha / beta) in eV: -7.3 / -8.6
Energy relative to the best compared isomer or geometry (same formula, charge and spin) in kJ/mol: 188.8

```
! RIJCOSX wB97M-V def2-TZVPD def2/J DEFGRID3
* xyz 0 3
C 1.496 1.221 0.685
C -0.907 0.873 0.112
C -2.775 -0.818 0.250
C 3.255 0.486 -0.778
N 0.460 0.935 0.150
N -0.483 -1.382 0.487
N -1.326 -0.448 0.307
O 2.719 0.940 0.480
S -1.837 2.190 -0.330
H -2.888 -1.846 -0.102
H -3.186 -0.920 1.336
H -3.406 -0.034 -0.407
H 2.292 0.295 -1.369
H 3.664 -0.541 -0.384
H 3.871 1.279 -1.176
H -0.950 -2.230 0.740
*
```

These are the Mulliken partial charges, in e, on atoms 1 to 8:
1. C 0.34
2. C 0.24
3. C -0.79
4. C -0.53
5. N -0.11
6. N -0.88
7. N 0.59
8. O -0.34

---

DFT total energy values (in Ha) by entry order: -395.91364, -396.01751, -395.86962, -395.81585, -395.88774, -395.92528, -395.94753, -395.97956, -395.92198, -395.92796, -396.04767, -396.04766, -395.85541, -471.23169, -470.55234, -621.61433, -794.10434.